No. 1
{
  "formula": "C49H50AlN9O2S3Se",
  "method": "wB97M-V/def2-TZVPD",
  "relative_energy_kcal_mol": 14.23,
  "e_lumo_ha": 0.1307,
  "gap_ev": 3.78,
  "total_charge": -2,
  "homo_energy_ev": -0.225,
  "species": ["Al", "O", "C", "C", "C", "C", "C", "S", "C", "C", "C", "C", "S", "C", "C", "C", "C", "S", "H", "H", "H", "H", "H", "H", "H", "H", "H", "C", "C", "C", "C", "C", "C", "C", "C", "C", "C", "C", "C", "N", "H", "H", "H", "H", "H", "H", "H", "H", "H", "H", "H", "H", "H", "H", "H", "H", "H", "C", "C", "N", "C", "C", "N", "C", "N", "N", "N", "C", "C", "C", "C", "C", "C", "H", "H", "H", "H", "H", "H", "H", "H", "H", "H", "H", "C", "C", "C", "C", "C", "N", "C", "O", "N", "C", "C", "C", "C", "N", "C", "C", "C", "H", "H", "H", "H", "H", "H", "H", "H", "H", "H", "H", "H", "H", "Se"],
  "positions_angstrom": [[0.6404, -2.2577, -1.7962], [-0.4572, -2.1494, -0.4343], [-1.3866, -2.4070, 0.5393], [-0.6508, -2.8937, 1.8145], [-1.1584, -3.2543, 3.0319], [-0.1549, -3.7309, 3.9252], [1.0865, -3.7233, 3.3531], [1.0363, -3.1610, 1.7396], [-2.3971, -3.5106, 0.1488], [-3.6967, -3.6440, 0.5557], [-4.2896, -4.8655, 0.1208], [-3.4126, -5.6254, -0.5948], [-1.8793, -4.8784, -0.7492], [-2.1963, -1.1324, 0.8317], [-3.2392, -0.6493, 0.0988], [-3.7177, 0.6106, 0.5570], [-3.0231, 1.0654, 1.6386], [-1.7938, -0.0313, 2.0986], [-2.2110, -3.1790, 3.2802], [-0.3555, -4.0779, 4.9344], [2.0267, -4.0457, 3.7863], [-4.2188, -2.8893, 1.1339], [-5.3143, -5.1518, 0.3330], [-3.5907, -6.5909, -1.0519], [-3.6484, -1.1803, -0.7567], [-4.5409, 1.1526, 0.1026], [-3.1680, 1.9888, 2.1927], [2.8436, 1.2526, -4.6964], [1.6132, 1.4133, -3.7922], [1.5081, 2.8841, -3.3601], [0.3760, 0.9083, -4.4993], [-0.0806, 1.6415, -5.5861], [-1.1819, 1.2569, -6.3454], [-1.8381, 0.0868, -5.9582], [-1.4405, -0.7047, -4.8873], [-2.3170, -1.9170, -4.6043], [-1.5789, -3.2530, -4.7833], [-2.9666, -1.8085, -3.2177], [-0.2541, -0.3635, -4.0750], [0.1993, -1.0892, -3.0565], [3.7760, 1.4768, -4.1643], [2.7612, 1.9326, -5.5551], [2.9003, 0.2297, -5.0823], [1.7346, 0.8030, -2.9008], [1.4595, 3.5507, -4.2314], [2.3830, 3.1755, -2.7570], [0.6094, 3.0416, -2.7615], [0.4497, 2.5553, -5.8669], [-1.5125, 1.8358, -7.2037], [-2.7112, -0.2336, -6.5299], [-3.1235, -1.8922, -5.3435], [-0.8619, -3.4249, -3.9839], [-1.0176, -3.2568, -5.7246], [-2.2869, -4.0971, -4.7935], [-2.1874, -1.8161, -2.4551], [-3.6591, -2.6422, -3.0272], [-3.5235, -0.8648, -3.1396], [1.1716, 2.7806, 1.5316], [0.3505, 2.3207, 0.3662], [0.3219, 1.1004, -0.0992], [-0.5498, 1.0885, -1.1811], [-1.0634, 2.3266, -1.3590], [-0.4868, 3.1292, -0.3756], [-0.8030, 4.5078, -0.1687], [-1.8177, 4.7438, 0.8587], [-1.4713, 5.1163, 2.1001], [-2.5032, 5.1525, 2.8407], [-3.5930, 4.7730, 2.0816], [-4.9425, 4.6446, 2.4111], [-5.7979, 4.2486, 1.4120], [-5.3358, 3.9792, 0.1017], [-4.0113, 4.0931, -0.2330], [-3.1513, 4.4991, 0.7947], [1.5297, 1.8925, 2.0523], [0.5982, 3.3844, 2.2320], [2.0374, 3.3691, 1.2026], [-0.7145, 0.1712, -1.7531], [-1.7614, 2.7248, -2.0816], [-1.1792, 4.8978, -1.1060], [0.0785, 5.0639, 0.1258], [-5.2882, 4.8433, 3.4197], [-6.8522, 4.1361, 1.6302], [-6.0426, 3.6645, -0.6561], [-3.6558, 3.8570, -1.2280], [2.5480, -2.1464, 7.6733], [3.2516, -1.3919, 6.5674], [3.4350, -1.9494, 5.3112], [4.1013, -1.2722, 4.2942], [4.5939, 0.0117, 4.5147], [5.2991, 0.7544, 3.5473], [5.3680, 0.6254, 2.1564], [6.2898, 1.1378, 1.5446], [4.3232, -0.0514, 1.6266], [4.1165, -0.4921, 0.2855], [5.0837, -0.5840, -0.7025], [4.7023, -1.0950, -1.9356], [3.3915, -1.4895, -2.1525], [2.4717, -1.3948, -1.1773], [2.8364, -0.9201, 0.0004], [4.4207, 0.5775, 5.7795], [3.7643, -0.1144, 6.7837], [2.0426, -3.0311, 7.2833], [1.8020, -1.5178, 8.1656], [3.2584, -2.4737, 8.4374], [3.0563, -2.9473, 5.1129], [4.2548, -1.7629, 3.3415], [5.9679, 1.4157, 3.8888], [3.5385, -0.2022, 2.2336], [6.0948, -0.2554, -0.5162], [5.4263, -1.1849, -2.7341], [3.0508, -1.9050, -3.0931], [2.0476, -0.8748, 0.7465], [4.8083, 1.5749, 5.9660], [3.6392, 0.3526, 7.7561], [1.5868, -4.3716, -2.0764]]
}



No. 2
{
  "formula": "C49H50BrF7NO4P",
  "method": "wB97M-V/def2-TZVPD",
  "e_lumo_ha": 0.0077,
  "gap_ev": 9.12,
  "homo_energy_ev": -8.906,
  "smiles": "CC(=O)N(C)P(Br)COCOCCO.Fc1ccccc1.Fc1ccccc1.Fc1ccccc1.Fc1ccccc1.Fc1ccccc1.Fc1ccccc1.Fc1ccccc1",
  "species": ["C", "C", "O", "N", "C", "P", "Br", "C", "O", "C", "O", "C", "C", "O", "H", "H", "H", "H", "H", "H", "H", "H", "H", "H", "H", "H", "H", "H", "H", "F", "C", "C", "C", "C", "C", "C", "H", "H", "H", "H", "H", "F", "C", "C", "C", "C", "C", "C", "H", "H", "H", "H", "H", "F", "C", "C", "C", "C", "C", "C", "H", "H", "H", "H", "H", "F", "C", "C", "C", "C", "C", "C", "H", "H", "H", "H", "H", "F", "C", "C", "C", "C", "C", "C", "H", "H", "H", "H", "H", "F", "C", "C", "C", "C", "C", "C", "H", "H", "H", "H", "H", "F", "C", "C", "C", "C", "C", "C", "H", "H", "H", "H", "H"],
  "positions_angstrom": [[5.2207, 5.5534, -2.4101], [5.5257, 4.0764, -2.3268], [6.5900, 3.7254, -1.9962], [4.5438, 3.0942, -2.7063], [3.8910, 3.3819, -4.0017], [3.5833, 2.4957, -1.4090], [2.8373, 4.3547, -0.2706], [2.0426, 1.7856, -2.2440], [0.9054, 1.8969, -1.4354], [0.1177, 3.0202, -1.7153], [-1.1903, 2.5787, -1.8928], [-2.1730, 3.5537, -1.6564], [-2.7723, 4.0760, -2.9471], [-3.2241, 3.0284, -3.7623], [4.2642, 5.6784, -2.9033], [5.0693, 5.8875, -1.4001], [6.0025, 6.1010, -2.8919], [2.8510, 3.6717, -3.9427], [4.4051, 4.2114, -4.4679], [4.0480, 2.5497, -4.6673], [1.8851, 2.1185, -3.2659], [2.2619, 0.7263, -2.3018], [0.1614, 3.6681, -0.8470], [0.5094, 3.5724, -2.5713], [-1.8336, 4.4054, -1.0689], [-2.9788, 3.0852, -1.1037], [-3.6228, 4.6903, -2.6979], [-2.0361, 4.7169, -3.4360], [-2.4517, 2.5231, -4.0431], [-0.1102, -5.1077, -2.8662], [-0.1647, -3.8037, -2.5327], [-1.1924, -3.0279, -3.0280], [-1.2493, -1.6885, -2.6746], [-0.2791, -1.1411, -1.8447], [0.7524, -1.9380, -1.3619], [0.8082, -3.2823, -1.7035], [-1.9358, -3.4715, -3.6774], [-2.0550, -1.0690, -3.0470], [-0.3284, -0.0950, -1.5756], [1.5118, -1.5158, -0.7161], [1.5932, -3.9273, -1.3316], [3.4141, -2.9810, 0.4328], [3.0849, -3.6953, 1.5317], [1.7790, -4.1069, 1.7010], [1.4488, -4.8439, 2.8255], [2.4144, -5.1576, 3.7710], [3.7235, -4.7323, 3.5839], [4.0647, -3.9984, 2.4551], [1.0285, -3.8596, 0.9620], [0.4269, -5.1742, 2.9598], [2.1472, -5.7280, 4.6506], [4.4818, -4.9695, 4.3182], [5.0811, -3.6650, 2.2893], [4.9260, 8.1897, -3.4640], [4.6996, 9.2799, -2.6999], [4.8071, 10.5305, -3.2727], [4.5706, 11.6498, -2.4890], [4.2398, 11.5051, -1.1488], [4.1402, 10.2383, -0.5914], [4.3668, 9.1137, -1.3710], [5.0732, 10.6217, -4.3176], [4.6451, 12.6366, -2.9255], [4.0595, 12.3806, -0.5393], [3.8859, 10.1238, 0.4537], [4.2856, 8.1181, -0.9559], [9.6899, -6.9908, 2.9243], [8.8992, -6.3346, 2.0534], [7.5512, -6.6299, 2.0168], [6.7389, -5.9495, 1.1217], [7.2830, -4.9939, 0.2741], [8.6416, -4.7146, 0.3242], [9.4587, -5.3850, 1.2226], [7.1482, -7.3827, 2.6815], [5.6791, -6.1641, 1.0859], [6.6465, -4.4668, -0.4248], [9.0674, -3.9727, -0.3380], [10.5187, -5.1765, 1.2826], [-1.9394, -4.6606, 4.8008], [-2.6993, -3.9934, 3.9070], [-4.0533, -4.2588, 3.8426], [-4.8302, -3.5677, 2.9223], [-4.2431, -2.6326, 2.0795], [-2.8822, -2.3866, 2.1572], [-2.1017, -3.0649, 3.0791], [-4.4895, -4.9949, 4.5044], [-5.8917, -3.7586, 2.8652], [-4.8447, -2.0959, 1.3593], [-2.4242, -1.6617, 1.4967], [-1.0379, -2.8763, 3.1527], [-5.1363, 0.2177, 0.5553], [-5.5776, 0.1877, -0.7184], [-4.6761, 0.4009, -1.7419], [-5.1297, 0.3685, -3.0517], [-6.4711, 0.1319, -3.3194], [-7.3614, -0.0766, -2.2754], [-6.9141, -0.0531, -0.9625], [-3.6354, 0.5917, -1.5109], [-4.4350, 0.5302, -3.8650], [-6.8222, 0.1111, -4.3426], [-8.4077, -0.2569, -2.4826], [-7.5906, -0.2198, -0.1345], [-7.0522, -4.5938, 4.8735], [-8.2085, -3.9398, 5.1058], [-8.3961, -2.6915, 4.5472], [-9.5881, -2.0235, 4.7845], [-10.5668, -2.6044, 5.5790], [-10.3558, -3.8586, 6.1347], [-9.1700, -4.5368, 5.8949], [-7.6169, -2.2523, 3.9378], [-9.7524, -1.0471, 4.3490], [-11.4939, -2.0787, 5.7651], [-11.1160, -4.3108, 6.7573], [-8.9890, -5.5184, 6.3126]]
}